(1)
Molecular formula: C50H39O2P2RhS
Method: DFT, ωB97M-V with the def2-TZVPD basis set

As for the spin multiplicity: 5. For the highest occupied orbital energy (spin up / spin down), the calculation gives -12.6 / -13.1 eV. The largest force on an atom comes out at 0.012 Eh/bohr. For the calculated total energy, the calculation gives -88984.3683 eV. The calculation puts the energy above the lowest of the compared OMol25 structures with the same formula, charge and spin at 0.0 kJ/mol. The net charge is +2. The lowest unoccupied orbital energy (spin up / spin down) comes out at -5.05 / -7.35 eV. Its expectation value of S² is 6.021. The HOMO-LUMO gap (spin up / spin down) is 7.562 / 5.791 eV.

Each line ends with the Mulliken charge.
Positions of all 95 atoms, in Å:
Rh 0.79614 1.16251 1.10966  -0.125
O -0.80369 3.34528 -0.66069  -0.802
S -0.35002 1.95406 -0.87732  1.658
C 0.75251 1.92409 -2.25541  -0.476
C 0.78731 3.08245 -2.99102  -0.436
C 1.44295 3.15179 -4.23954  -1.211
C 2.00161 2.01036 -4.73518  0.162
C 2.69835 1.72923 -6.04742  -0.835
C 3.07406 0.22145 -5.98564  -0.831
C 2.60216 -0.24052 -4.62540  0.321
C 2.68190 -1.45475 -4.00241  -1.206
C 2.20371 -1.55957 -2.68109  0.088
C 1.61286 -0.51146 -1.99703  -0.214
P 1.47031 -0.71731 -0.20956  2.674
C 3.13943 -0.52150 0.47157  0.388
C 4.24175 -0.19069 -0.31214  -0.871
C 5.46248 0.08124 0.29362  -0.744
C 5.58630 0.03602 1.67535  -0.807
C 4.48831 -0.28194 2.46652  -0.749
C 3.26581 -0.55147 1.87082  -0.230
C 0.94650 -2.42789 0.03842  0.222
C -0.30783 -2.78573 -0.46599  -0.526
C -0.78401 -4.07394 -0.28942  -0.557
C -0.01086 -5.01262 0.38841  -0.726
C 1.23833 -4.66225 0.87991  -0.782
C 1.72046 -3.36797 0.71173  -0.372
C 1.42958 0.73753 -2.66933  -1.327
C 1.98389 0.83178 -3.95384  1.280
C -1.68098 0.92018 -1.45699  0.846
C -1.98224 1.03825 -2.79680  -0.367
C -2.98984 0.28392 -3.42411  -1.198
C -3.67319 -0.62741 -2.67193  0.417
C -4.78483 -1.58124 -3.04078  -0.863
C -5.14419 -2.30470 -1.71432  -0.748
C -4.24322 -1.67648 -0.67655  0.004
C -4.18257 -1.84949 0.67745  -1.263
C -3.27014 -1.05844 1.39901  0.262
C -2.40249 -0.15884 0.80730  0.593
P -1.39511 0.84525 1.90191  1.433
C -2.52061 1.86741 2.86378  0.638
C -2.93613 1.52400 4.14876  -0.426
C -3.88084 2.31405 4.78991  -0.705
C -4.39716 3.43763 4.15797  -0.602
C -3.97284 3.78465 2.88149  -0.699
C -3.02901 3.00496 2.23073  -0.561
C -0.48243 -0.24137 3.03659  0.980
C -0.39200 -1.63053 2.88107  -0.699
C 0.33098 -2.38169 3.79637  -0.530
C 0.97276 -1.76039 4.86101  -0.843
C 0.89742 -0.37813 5.02061  -1.042
C 0.17944 0.37904 4.11470  -0.699
C -2.42854 0.03287 -0.61015  -2.122
C -3.39032 -0.73665 -1.29313  1.267
H 0.25868 3.94769 -2.60634  0.743
H 1.45311 4.08380 -4.79092  0.477
H 3.57750 2.36272 -6.16188  0.349
H 2.04476 1.95229 -6.88997  0.335
H 4.14581 0.05999 -6.10212  0.306
H 2.58776 -0.34971 -6.77705  0.311
H 3.13497 -2.31606 -4.48043  0.488
H 2.34508 -2.50408 -2.16650  0.642
H 4.14983 -0.14108 -1.39133  0.283
H 6.32107 0.33057 -0.31839  0.467
H 6.54089 0.25022 2.13837  0.430
H 4.58667 -0.32073 3.54401  0.503
H 2.41067 -0.80496 2.49132  0.097
H -0.90554 -2.05773 -1.00451  0.459
H -1.75388 -4.35158 -0.68480  0.566
H -0.37950 -6.02216 0.52061  0.436
H 1.84758 -5.39947 1.38945  0.494
H 2.69907 -3.10696 1.09237  0.461
H -1.41517 1.73294 -3.40410  0.590
H -3.19412 0.43208 -4.47747  0.518
H -4.46401 -2.27660 -3.81650  0.349
H -5.63693 -1.03485 -3.44627  0.328
H -4.96991 -3.37954 -1.77801  0.272
H -6.19403 -2.17654 -1.44776  0.335
H -4.83400 -2.54125 1.19939  0.504
H -3.26369 -1.15052 2.48076  0.558
H -2.53904 0.64713 4.64737  0.372
H -4.21378 2.05030 5.78592  0.444
H -5.13194 4.04936 4.66586  0.418
H -4.37038 4.66709 2.39692  0.468
H -2.68480 3.27942 1.23733  0.378
H -0.88534 -2.11976 2.04985  0.231
H 0.38994 -3.45680 3.67627  0.511
H 1.52857 -2.35412 5.57653  0.458
H 1.39004 0.10166 5.85759  0.482
H 0.09546 1.45157 4.25266  0.781
C 1.95675 3.76972 2.72459  -1.282
C 2.19756 2.79827 1.59804  0.729
O 2.95519 2.91165 0.70738  -0.301
H 2.83041 4.41102 2.83898  0.444
H 1.72466 3.25016 3.65076  0.250
H 1.09180 4.36979 2.43053  0.277

=====

(2)
Molecular formula: C50H41AsBrN4O5S4Ti
Method: DFT, ωB97M-V with the def2-TZVPD basis set

As for the spin multiplicity: 2. For the highest occupied orbital energy (spin up / spin down), the calculation gives -1.5 / -1.5 eV. The largest force on an atom comes out at 0.032 Eh/bohr. For the calculated total energy, the calculation gives -266056.5967 eV. The calculation puts the energy above the lowest of the compared OMol25 structures with the same formula, charge and spin at 112.0 kJ/mol. The net charge is -2. The lowest unoccupied orbital energy (spin up / spin down) comes out at 3.81 / 3.81 eV. Its expectation value of S² is 0.754. The HOMO-LUMO gap (spin up / spin down) is 5.290 / 5.285 eV.

Each line ends with the Mulliken charge.
Positions of all 107 atoms, in Å:
Ti -0.28949 0.89169 0.38072  1.805
C 4.16604 -0.48970 3.88493  -0.963
C 4.18081 0.30502 2.62802  0.054
N 3.12913 0.55318 1.88500  0.216
C 3.56985 1.34256 0.85959  -0.418
C 4.91785 1.57401 0.98276  0.256
N 5.28799 0.89937 2.11621  -0.089
C 5.96531 2.30603 0.23090  0.599
O 5.57876 2.95036 -0.84000  -0.597
O 7.11658 2.27864 0.62737  -0.731
C 2.66293 1.86682 -0.20423  0.937
O 3.11519 2.71865 -0.98704  -0.758
O 1.48461 1.41820 -0.21905  0.231
H 3.27638 -1.11732 3.89004  0.004
H 4.12803 0.16379 4.75970  0.236
H 5.04840 -1.12631 3.97008  0.437
H 6.23487 0.89070 2.45813  0.224
H 4.56792 2.81491 -0.97886  0.366
S -1.09479 1.94326 -1.91696  -0.513
C -1.61940 0.96328 -3.27306  0.483
C -2.73829 1.39123 -4.00762  -0.688
C -3.17003 0.71936 -5.13625  -0.789
C -2.49995 -0.41829 -5.57416  -0.735
C -1.39643 -0.86190 -4.85973  -0.593
C -0.94812 -0.18642 -3.72757  -0.071
As 0.51513 -0.81970 -2.60792  1.092
C 2.02461 0.18332 -3.33744  -0.074
C 3.29888 -0.19646 -2.91914  -0.168
C 4.41824 0.50796 -3.33434  -0.758
C 4.27211 1.61549 -4.15999  -0.428
C 3.00569 2.00636 -4.56663  -0.733
C 1.88432 1.29209 -4.16020  -0.149
C 0.88071 -2.54189 -3.47675  -0.366
C 1.60199 -2.70108 -4.65818  -0.239
C 1.82878 -3.96605 -5.18344  -0.633
C 1.33561 -5.08986 -4.53145  -0.446
C 0.62286 -4.94330 -3.35021  -0.686
C 0.40354 -3.67577 -2.82303  -0.307
H -3.26516 2.27164 -3.65964  0.399
H -4.04097 1.08167 -5.67181  0.322
H -2.83461 -0.95666 -6.45298  0.368
H -0.87849 -1.75449 -5.18954  0.352
H 3.41614 -1.04335 -2.24924  0.401
H 5.40274 0.21240 -2.99020  0.399
H 5.14247 2.18726 -4.45847  0.338
H 2.88335 2.88450 -5.18990  0.351
H 0.89486 1.61420 -4.46268  0.377
H 1.99427 -1.82692 -5.16634  0.389
H 2.39260 -4.07485 -6.10303  0.376
H 1.51430 -6.07747 -4.94079  0.345
H 0.24350 -5.81402 -2.82862  0.414
H -0.13702 -3.56743 -1.88781  0.289
Br 1.72036 6.32041 1.78658  -0.264
C 0.21791 5.24042 1.38131  -0.449
C -1.04935 5.79420 1.28137  -0.177
C -2.10183 4.94878 1.01470  -1.032
C -1.85326 3.59219 0.84709  -0.492
N -0.62467 3.08228 0.89322  0.265
C 0.39718 3.88998 1.18421  0.020
H -1.19848 6.85484 1.43365  0.409
H -3.11927 5.30874 0.97778  0.458
H -2.65055 2.88771 0.66812  0.300
H 1.37727 3.44423 1.26431  0.040
O 0.21758 -0.97432 0.57337  0.626
C -0.43197 -1.37787 1.74868  3.423
C -1.52123 -2.36701 1.35419  -0.255
C -2.06725 -2.48959 0.11326  -0.859
C -3.09273 -3.47159 0.04830  -1.349
C -3.28845 -4.09433 1.24287  -0.571
S -2.22665 -3.49607 2.44233  -0.152
C 0.54003 -2.10540 2.65432  -0.380
C 0.55164 -2.27068 4.00821  0.033
C 1.56347 -3.17268 4.44503  -1.107
C 2.29964 -3.66339 3.40810  -0.554
S 1.78862 -3.01655 1.90788  -0.156
C -1.00931 -0.03398 2.31462  -3.637
C -0.14129 0.72902 3.04850  1.847
C -0.18678 1.99615 3.75108  -1.457
C -1.16268 2.90768 4.07140  -0.439
S -2.82958 3.04293 3.76303  -0.463
H -1.74431 -1.86904 -0.70996  0.985
H -3.66418 -3.69151 -0.84330  0.466
H -4.00560 -4.86398 1.48227  0.487
H -0.14203 -1.76207 4.66305  0.464
H 1.73594 -3.43255 5.48105  0.369
H 3.13665 -4.34285 3.45914  0.431
H 0.81054 0.23370 3.21426  0.042
H 0.79590 2.25858 4.13998  0.225
H -0.74319 3.72823 4.66071  0.267
C -3.90859 0.46544 -0.66252  -0.805
C -4.31366 0.04703 0.71473  0.369
C -5.62503 -0.35483 0.92112  -0.812
C -6.06399 -0.80707 2.15386  -1.027
C -5.14655 -0.84228 3.18940  -0.919
C -3.82461 -0.43599 3.04224  1.817
C -2.96297 -0.49011 4.27873  -0.677
C -3.36957 0.01842 1.77447  -0.472
N -2.07225 0.46717 1.54339  1.443
H -4.67953 0.19226 -1.38679  0.373
H -2.97171 0.00018 -0.96389  -0.423
H -3.72889 1.53913 -0.75117  0.202
H -6.30647 -0.32607 0.07565  0.355
H -7.08908 -1.12530 2.30440  0.351
H -5.46163 -1.18055 4.17211  0.325
H -3.60529 -0.65024 5.14849  0.500
H -2.41600 0.43541 4.43602  -0.081
H -2.24686 -1.31588 4.24590  -0.014

=====

(3)
Molecular formula: C50H43AsIN5O2PTl
Method: DFT, ωB97M-V with the def2-TZVPD basis set

For the highest occupied orbital energy (spin up / spin down), the calculation gives -12.2 / -12.2 eV. The largest force on an atom comes out at 0.015 Eh/bohr. For the calculated total energy, the calculation gives -146999.6146 eV. The calculation puts the energy above the lowest of the compared OMol25 structures with the same formula, charge and spin at 42.2 kJ/mol. The net charge is +2. The lowest unoccupied orbital energy (spin up / spin down) comes out at -7.80 / -7.37 eV. The HOMO-LUMO gap (spin up / spin down) is 4.393 / 4.873 eV.

Each line ends with the Mulliken charge.
Positions of all 104 atoms, in Å:
Tl -2.50972 -0.85983 0.40815  1.407
C 0.08581 -2.86089 -3.28665  -0.464
C 0.17091 -3.71142 -2.07165  0.537
N 1.04455 -4.69317 -2.02812  -0.605
C 1.01999 -5.48341 -0.93535  -0.765
C 0.11749 -5.38612 0.15856  0.748
C 0.22171 -6.39883 1.27599  -1.327
O 0.48382 -5.74485 2.51531  -0.389
C -0.77951 -4.35704 0.18207  0.602
C -1.68680 -4.23914 1.35157  -1.225
N -2.30424 -3.19061 1.70524  0.292
C -2.98523 -3.22381 2.96313  0.086
C -2.36153 -3.74618 4.09402  0.180
C -2.99659 -3.72085 5.32721  -0.874
C -4.25965 -3.16071 5.45205  -0.690
C -4.89240 -2.62449 4.33721  -0.527
C -4.24771 -2.65575 3.11359  -0.163
I -5.29169 -1.92563 1.45954  0.167
C -0.77872 -3.45424 -0.95996  0.592
O -1.56544 -2.49920 -1.08752  -0.693
H 0.95401 -3.04032 -3.91419  0.460
H 0.01317 -1.80436 -3.01892  -0.216
H -0.81962 -3.12051 -3.84898  0.359
H 1.77512 -6.26617 -0.92115  0.362
H 1.00530 -7.11378 1.03303  0.506
H -0.70428 -6.96757 1.35827  0.363
H 1.32090 -6.06028 2.86888  0.315
H -1.78110 -5.13505 1.96464  0.970
H -1.35519 -4.14251 3.99927  0.444
H -2.49585 -4.13225 6.19634  0.445
H -4.75740 -3.13260 6.41366  0.425
H -5.88186 -2.19179 4.42471  0.413
C 0.13949 2.32476 2.07583  -0.647
C 1.61471 2.34855 2.46883  -1.106
As 2.17721 4.23722 2.74415  0.237
C 1.94481 4.74461 0.87620  -0.073
C 0.90866 5.61950 0.55983  -0.250
C 0.70162 6.02094 -0.75884  -0.649
C 1.54261 5.56140 -1.76281  -0.492
C 2.58520 4.69179 -1.45182  -0.805
C 2.77763 4.27289 -0.14081  0.052
C 4.09493 3.92062 2.67650  0.054
C 4.90188 5.02014 2.39998  -0.290
C 6.28316 4.88649 2.36332  -0.656
C 6.87218 3.65355 2.61764  -0.447
C 6.07528 2.55894 2.91161  -0.726
C 4.68715 2.68934 2.93391  0.064
P -0.28946 0.67734 1.38851  -0.703
C 0.57934 0.58937 -0.19429  2.292
C -0.05146 1.31584 -1.21161  -0.726
C 0.55930 1.47510 -2.44620  -0.904
C 1.79884 0.89565 -2.68812  -0.795
C 2.43717 0.17995 -1.68459  -1.211
C 1.83914 0.03399 -0.43756  -1.115
C 0.18969 -0.52611 2.63285  2.043
C 1.08990 -1.58021 2.48717  -0.521
C 1.34528 -2.42685 3.56102  -0.794
C 0.71238 -2.22780 4.77947  -0.799
C -0.20787 -1.19534 4.92347  -0.812
C -0.47642 -0.35521 3.85392  -1.068
H -0.09718 3.03918 1.28533  0.538
H -0.51710 2.52707 2.92217  0.622
H 2.26616 1.92608 1.70003  0.348
H 1.77358 1.80915 3.40097  0.754
H 0.27446 6.01321 1.34746  0.424
H -0.09395 6.71958 -0.99248  0.471
H 1.40502 5.90306 -2.78390  0.441
H 3.26409 4.35978 -2.22990  0.445
H 3.61511 3.62459 0.09999  0.448
H 4.45488 5.98811 2.20164  0.381
H 6.90181 5.74877 2.14293  0.393
H 7.95166 3.55159 2.59678  0.394
H 6.53207 1.60023 3.13030  0.384
H 4.08363 1.82321 3.18166  0.392
H -1.01422 1.79030 -1.02904  0.523
H 0.07989 2.07653 -3.20933  0.588
H 2.28444 1.03002 -3.64969  0.557
H 3.42249 -0.23924 -1.85705  0.522
H 2.39608 -0.45716 0.34732  0.572
H 1.58180 -1.77272 1.54492  0.172
H 2.05432 -3.23854 3.44292  0.477
H 0.93124 -2.88108 5.61811  0.413
H -0.71777 -1.04598 5.86735  0.495
H -1.20617 0.44196 3.97384  0.397
N -2.00270 0.88664 -10.39203  -0.427
C -2.24738 0.87510 -9.26777  -0.095
C -2.54559 0.85632 -7.84976  0.403
C -3.61774 1.58170 -7.34638  -0.960
C -3.89644 1.56198 -5.99060  -0.601
C -3.09327 0.82590 -5.13872  1.269
C -2.02373 0.09276 -5.63087  -0.089
C -1.75406 0.10474 -6.98730  -1.049
N -3.38888 0.80434 -3.72929  0.397
C -4.10003 1.75687 -3.01644  0.000
C -4.14967 1.31262 -1.73555  -1.239
N -3.46743 0.10847 -1.64636  -0.276
C -3.01035 -0.15167 -2.85242  -0.412
H -4.24360 2.15307 -8.01919  0.476
H -4.75700 2.10267 -5.61783  0.394
H -1.38733 -0.48075 -4.96719  0.365
H -0.92360 -0.46410 -7.38349  0.458
H -4.50696 2.64496 -3.47272  0.428
H -4.63574 1.76958 -0.88492  0.488
H -2.46538 -1.04203 -3.13102  0.430

=====

Q: Number 1 is which compound?
A: C50H39O2P2RhS